1.
Below is one molecule with the formula C2H4N4O at a distorted geometry, with properties calculated with ωB97M-V with the def2-TZVPD basis set.

```
11
Properties=species:S:1:pos:R:3:forces:R:3
C -0.29894 -0.35038 0.01709 -0.2 -0.2 -3.4
N 0.75079 0.66386 0.07835 1.4 1.4 0.3
C 2.06997 0.35639 0.09225 0.4 -6.1 -0.7
N 3.08021 1.16398 0.15681 3.6 0.2 -0.8
N 4.22121 0.48322 -0.04727 -2.9 0.3 1.0
O 3.84464 -0.84089 -0.11959 2.0 1.3 -0.3
N 2.57876 -1.01345 -0.09108 -3.4 3.4 0.8
H -1.05364 0.10156 -0.71994 0.7 -1.2 1.3
H 0.02998 -1.39782 -0.33165 0.3 2.0 -0.5
H -0.73928 -0.70831 0.89765 -0.8 0.8 1.9
H 0.71532 1.68889 -0.18217 -1.2 -2.0 0.5
```
Positions in Å, forces in eV/Å.

Properties
SMILES string: CNc1nnon1
Charge: 0
HOMO level (spin up / spin down), eV: -9.145 / -9.145
Gap between HOMO and LUMO (spin up / spin down), eV: 9.356 / 9.356



2.
Below is one molecule with the formula C2H4N4O at a distorted geometry, with properties calculated with ωB97M-V with the def2-TZVPD basis set.

```
11
Properties=species:S:1:pos:R:3:forces:R:3
O 2.48182 -0.54208 0.15568 -0.7 1.6 -0.7
N 1.51571 0.53062 -0.13108 2.0 0.3 0.3
C 0.32375 0.14661 -0.15424 -1.5 -1.7 0.7
N -0.73418 1.01624 -0.03741 -0.7 -2.3 -0.3
C -1.84861 0.19643 0.11559 -1.3 -0.8 -0.6
N -1.68942 -1.14759 0.04632 2.1 5.1 -0.1
N -0.26660 -1.10723 -0.12812 2.2 -1.9 -0.4
H 3.21503 0.09749 0.14041 0.2 -1.0 0.2
H -0.59345 1.98902 0.14188 -0.4 0.2 0.1
H -2.78068 0.76187 0.10915 -0.1 -0.9 0.4
H 0.37663 -1.94138 -0.25819 -1.9 1.4 0.4
```
Positions in Å, forces in eV/Å.

Properties
SMILES string: O/N=c1/[nH]cn[nH]1
Charge: 0
HOMO level, eV: -7.906
Gap between HOMO and LUMO, eV: 8.783



3.
Below is one molecule with the formula C2H4N4O at a distorted geometry, with properties calculated with ωB97M-V with the def2-TZVPD basis set.

```
11
Properties=species:S:1:pos:R:3:forces:R:3
O 0.01775 -0.98965 -2.20323 1.9 -2.5 -2.7
N 0.35609 -1.41323 -0.89733 0.0 0.7 1.3
C 0.12300 -0.40288 -0.12132 -0.1 0.8 -1.9
N 0.34983 -0.29136 1.22242 -0.8 1.2 -0.1
C -0.15850 0.96839 1.61686 0.5 -1.4 -0.9
N -0.58430 1.67526 0.63752 0.2 -0.7 -0.3
N -0.32211 0.89352 -0.50720 -0.9 -0.5 -0.6
H 0.57699 -1.67102 -2.79999 -2.1 2.4 2.1
H 0.68019 -1.03302 1.79923 0.0 -0.2 0.3
H -0.14596 1.19795 2.64845 -0.1 0.6 0.7
H -0.89298 1.06603 -1.39542 1.3 -0.5 2.2
```
Positions in Å, forces in eV/Å.

Properties
SMILES string: O/N=c1/[nH]cn[nH]1
Charge: 0
HOMO level, eV: -7.857
Gap between HOMO and LUMO, eV: 8.711



4.
Below is one molecule with the formula C2H4N4O2 at a distorted geometry, with properties calculated with ωB97M-V with the def2-TZVPD basis set.

```
12
Properties=species:S:1:pos:R:3:forces:R:3
H -0.36494 -0.59822 -2.21633 -0.2 -0.4 -0.4
N -0.57402 0.31849 -1.84503 0.3 0.7 0.3
C -0.14703 0.31882 -0.65622 -0.3 0.4 1.1
C -0.13529 1.36109 0.42888 -0.2 0.5 -0.8
O -0.35461 2.65071 0.15401 0.0 1.2 1.8
N 0.10438 0.90290 1.58990 0.5 0.2 0.2
O 0.47744 -0.41860 1.49347 -0.6 0.1 -1.6
N 0.44463 -0.71010 0.03036 0.6 -2.1 1.4
N 0.19613 -2.05802 -0.22094 2.2 0.3 -0.1
H -0.23238 3.23322 0.99052 -0.3 -1.7 -1.9
H -0.54810 -2.43821 0.36448 0.3 0.2 0.0
H 1.13378 -2.56209 -0.11310 -2.2 0.7 0.0
```
Positions in Å, forces in eV/Å.

Properties
SMILES string: [H]/N=c1/c(O)non1N
Charge: 0
HOMO level, eV: -9.051
Gap between HOMO and LUMO, eV: 9.687